The following is a DFT calculation (ωB97M-V/def2-TZVPD) of C30H47N5PdS2 as an isolated structure.

```
85
C30H47N5PdS2 (ωB97M-V/def2-TZVPD)
Pd -0.9624 -1.1262 0.1377
C 5.9627 -0.9946 0.8725
C 4.9818 -0.8780 -0.3022
C 4.3317 0.5045 -0.2588
C 5.7484 -1.0113 -1.6265
C 3.9493 -1.9981 -0.2137
C 4.3910 -3.3388 -0.2301
C 3.5267 -4.4086 -0.1729
C 2.1619 -4.1417 -0.0938
S 0.8248 -5.2496 -0.0068
C -0.2527 -3.9202 0.0493
N 0.3236 -2.7370 -0.0006
C 1.7018 -2.8263 -0.0785
C 2.5910 -1.7522 -0.1367
C -1.7044 -3.9172 0.1577
C -2.5531 -5.0154 0.2171
C -3.9201 -4.8099 0.3245
C -4.4324 -3.5214 0.3758
C -3.5882 -2.4114 0.3224
C -2.2260 -2.6151 0.2099
H 6.6977 -0.1906 0.8237
H 6.5072 -1.9378 0.8572
H 5.4415 -0.9211 1.8291
H 5.1045 1.2709 -0.3148
H 3.7731 0.6659 0.6666
H 3.6572 0.6556 -1.1047
H 6.4824 -0.2096 -1.7141
H 5.0710 -0.9500 -2.4798
H 6.2842 -1.9576 -1.6896
H 5.4507 -3.5422 -0.2972
H 3.9005 -5.4231 -0.1933
H 2.1956 -0.7449 -0.1280
H -2.1556 -6.0218 0.1709
H -4.5900 -5.6572 0.3620
H -5.5016 -3.3725 0.4499
H -4.0033 -1.4111 0.3508
N -0.8166 0.1762 5.3797
C -2.0094 -0.6566 4.9847
C -2.0454 -0.7573 3.4642
N -0.8129 -1.2693 2.8891
C 0.3536 -0.5226 3.3296
C 0.4664 -0.4076 4.8462
H -0.7695 0.2772 6.3951
H -0.9334 1.1199 4.9996
H -2.8978 -0.1845 5.4011
H -1.8652 -1.6302 5.4533
H -2.2344 0.2341 3.0346
H -2.8806 -1.3921 3.1682
H -0.7059 -2.2623 3.0708
H 0.3034 0.4806 2.8891
H 1.2600 -0.9890 2.9420
H 1.2834 0.2388 5.1627
H 0.5741 -1.3830 5.3208
C -5.0963 3.7701 -3.3528
C -4.1480 4.0684 -2.1978
C -4.1753 3.0202 -1.0863
C -3.8288 1.6097 -1.5519
N -2.5401 1.5449 -2.2374
C -1.3431 1.4426 -1.6691
S -1.1838 1.2410 0.0522
N -0.2713 1.5390 -2.4448
C 1.1200 1.5915 -1.9983
C 1.5530 2.9648 -1.4966
C 1.5762 4.0770 -2.5469
C 0.2085 4.6346 -2.9369
H -5.1002 4.5847 -4.0753
H -6.1198 3.6386 -2.9977
H -4.8221 2.8635 -3.8981
H -4.4036 5.0345 -1.7599
H -3.1249 4.1794 -2.5719
H -5.1748 2.9774 -0.6447
H -3.4873 3.3081 -0.2872
H -4.5682 1.2380 -2.2606
H -3.8001 0.9191 -0.7122
H -2.5642 1.6971 -3.2361
H -0.4291 1.6860 -3.4311
H 1.7232 1.2869 -2.8549
H 1.2491 0.8373 -1.2221
H 2.5573 2.8415 -1.0823
H 0.9095 3.2559 -0.6605
H 2.1066 3.7272 -3.4377
H 2.1786 4.8954 -2.1500
H -0.3688 3.9509 -3.5620
H 0.3165 5.5581 -3.5041
H -0.3892 4.8598 -2.0503
```

Properties
- Highest occupied orbital energy: -13.10 eV
- Net charge: +2
- LUMO level: -5.37 eV
- Frontier orbital gap: 7.73 eV
- Total energy: -64461.9143 eV

Löwdin atomic charge list, values in e, 4 entries:
1 Pd 0.683
2 C -0.036
3 C -0.556
4 C -0.066

The following is a DFT calculation (ωB97M-V/def2-TZVPD) of C3H10N2O as an isolated structure in a non-equilibrium geometry.

```
16
C3H10N2O (ωB97M-V/def2-TZVPD)
C -1.0944 -1.3643 0.0762
N -1.6662 -0.5968 -1.0295
C -1.1527 0.7645 -1.0737
O 0.1501 0.8570 -1.6449
H 0.0029 -1.3996 0.0554
H -1.4962 -2.3870 0.0804
H -1.4115 -0.8793 1.0017
H -1.3848 -1.0378 -1.8993
H -1.1421 1.1633 -0.0484
H -1.8221 1.3128 -1.7383
C 1.9874 0.1847 1.4646
N 1.2556 1.1496 0.9239
H 2.7382 -0.3546 0.8661
H 2.0263 0.0125 2.5550
H 2.2679 1.5325 1.3001
H 0.7416 1.0424 -0.8893
```

Properties
- Highest occupied orbital energy: -8.82 eV
- LUMO level: -0.45 eV
- Frontier orbital gap: 8.37 eV
- Total energy: -8296.4315 eV

natural (NBO) atomic charge list, values in e, 4 entries:
1 C -0.420
2 N -0.633
3 C 0.076
4 O -0.770

The following is a DFT calculation (ωB97M-V/def2-TZVPD) of C3H8O2PS as an isolated structure in a non-equilibrium geometry.

```
15
C3H8O2PS (ωB97M-V/def2-TZVPD)
C 0.0511 1.5727 -0.9557
C 0.0800 -1.8749 0.6526
C 0.6105 0.3268 2.0243
O 0.1505 -0.3886 -2.8679
O -1.9957 -0.1845 -1.6002
P -0.5431 -0.0853 -1.5284
S 1.2594 -1.1603 1.6650
H -0.2780 1.9749 -0.0512
H 1.1304 1.7266 -1.1771
H -0.3423 2.2814 -1.6233
H -0.9017 -1.7248 0.9166
H 0.1231 -2.9457 0.3994
H -0.1614 -1.0834 -0.3347
H 1.2178 1.0447 2.4340
H -0.4005 0.5204 2.0465
```

Properties
- Highest occupied orbital energy (spin up / spin down): -2.43 / -3.29 eV
- Net charge: -1
- LUMO level (spin up / spin down): 3.22 / 3.22 eV
- Frontier orbital gap (spin up / spin down): 5.65 / 6.51 eV
- Total energy: -27458.5313 eV

natural (NBO) atomic charge list, values in e, 4 entries:
1 C -1.015
2 C -0.762
3 C -0.833
4 O -1.144

The following is a DFT calculation (ωB97M-V/def2-TZVPD) of a 2-piece molecular cluster, C4H6N2O overall.

```
13
C4H6N2O (ωB97M-V/def2-TZVPD)
N -2.1820 0.3886 -0.9611
C -2.2968 0.2845 0.2912
O -1.2772 -0.0442 1.1100
C -0.0649 -0.3888 0.5498
C 1.0361 -0.3308 1.2815
C 2.7666 0.0749 -1.4721
N 3.8045 0.4233 -1.1130
H -3.0737 0.6459 -1.3750
H -3.1929 0.4408 0.8949
H -0.1311 -0.7074 -0.4845
H 1.7965 -0.2449 -1.7847
H 1.0044 0.0450 2.2960
H 1.9868 -0.6539 0.8830
```

Properties
- Highest occupied orbital energy: -9.64 eV
- LUMO level: 0.89 eV
- Frontier orbital gap: 10.53 eV
- Total energy: -9270.8520 eV

natural (NBO) atomic charge list, values in e, 4 entries:
1 N -0.715
2 C 0.413
3 O -0.495
4 C 0.103

The following is a DFT calculation (ωB97M-V/def2-TZVPD) of a 2-piece molecular cluster, C6H11NO2 overall in a non-equilibrium geometry.

```
20
C6H11NO2 (ωB97M-V/def2-TZVPD)
C -0.3562 0.4584 2.2566
C -1.7722 1.7438 0.2798
N -1.7785 1.3865 1.6546
O -1.3416 -0.2227 1.7735
O 0.8777 0.3681 1.7568
H 0.8505 -0.0511 0.8712
H -0.3451 0.8028 3.2885
H -0.8723 2.3021 -0.0069
H -2.6236 2.4404 0.2362
H -1.9539 0.9483 -0.4552
C 0.2768 -1.6456 -0.8490
C 0.4108 -0.5748 -1.8375
C 1.2906 -2.2450 -0.2222
C 1.3817 0.3375 -1.8580
H -0.7357 -1.8435 -0.5147
H -0.4560 -0.4275 -2.4736
H 2.3193 -2.0617 -0.4990
H 1.4406 1.0794 -2.6404
H 2.2689 0.2477 -1.2457
H 1.1181 -3.0430 0.4848
```

Properties
- Highest occupied orbital energy: -8.68 eV
- LUMO level: 0.44 eV
- Frontier orbital gap: 9.12 eV
- Total energy: -11980.1970 eV

natural (NBO) atomic charge list, values in e, 4 entries:
1 C 0.578
2 C -0.488
3 N -0.234
4 O -0.465

The following is a DFT calculation (ωB97M-V/def2-TZVPD) of CH8N3O3P as an isolated structure in a non-equilibrium geometry.

```
16
CH8N3O3P (ωB97M-V/def2-TZVPD)
C 1.7339 0.8162 0.5725
N -2.7369 0.5337 -0.3907
N 0.1074 -2.0572 0.7296
N -1.7693 1.4218 -0.2413
O 0.5026 -0.5162 -1.5240
O 2.6045 -0.2070 0.3721
O -0.2426 -0.7120 0.9028
P 0.1623 0.2785 -0.3461
H 1.3203 0.8800 1.6501
H 2.1513 1.7531 0.3484
H -3.0438 0.2492 -1.3606
H -2.9922 0.0667 0.4095
H 1.0468 -2.0774 0.8922
H 0.0306 -2.2063 -0.2925
H -1.5587 2.0272 -1.0944
H 2.6836 -0.2500 -0.6276
```

Properties
- Highest occupied orbital energy (spin up / spin down): -6.03 / -9.24 eV
- ⟨S²⟩: 2.008
- LUMO level (spin up / spin down): 0.72 / -1.72 eV
- Frontier orbital gap (spin up / spin down): 6.75 / 7.52 eV
- Spin multiplicity: 3
- Total energy: -21062.5210 eV

natural (NBO) atomic charge list, values in e, 4 entries:
1 C -0.360
2 N -0.507
3 N -0.493
4 N -0.493

Values of relative energy (zero: lowest compared OMol25 entry of this formula, charge and spin), in order: 0.0 489.4 397.2 255.7 585.8 0.0, all in kJ/mol.